Entry 1:
16
Properties=species:S:1:pos:R:3 method="wB97M-V/def2-TZVPD" orbital_gap_ev=10.96 charge=0 relative_energy_kcal_mol=31.9 energy_ev=-8867.8298
C -1.00 -0.35 1.20
C -0.19 -0.04 -0.04
C -0.31 -1.12 -1.11
C -0.23 1.40 -0.60
O 1.22 1.50 -0.48
C 1.25 0.32 0.23
N 2.14 -0.21 0.94
H -0.96 0.47 1.93
H -2.05 -0.55 0.96
H -0.58 -1.24 1.69
H 0.06 -2.07 -0.71
H -1.36 -1.26 -1.41
H 0.28 -0.87 -2.00
H -0.69 2.13 0.06
H -0.57 1.54 -1.63
H 2.99 0.35 0.98

Entry 2:
16
Properties=species:S:1:pos:R:3 method="wB97M-V/def2-TZVPD" orbital_gap_ev=10.49 smiles=C[C@H]1N[C@H]1[C@H]1CO1 charge=0 relative_energy_kcal_mol=68.4 energy_ev=-8866.2458
C -0.05 1.99 -0.40
C 0.08 1.22 0.89
N -0.95 0.29 1.33
C 0.32 -0.25 0.87
C 0.39 -0.94 -0.47
C 0.10 -2.36 -0.62
O -0.86 -1.39 -1.00
H 0.93 2.34 -0.73
H -0.70 2.86 -0.27
H -0.48 1.37 -1.19
H 0.52 1.78 1.72
H -1.65 0.15 0.60
H 0.92 -0.71 1.66
H 1.03 -0.47 -1.21
H 0.54 -2.92 -1.45
H -0.15 -2.95 0.26

Entry 3:
16
Properties=species:S:1:pos:R:3 method="wB97M-V/def2-TZVPD" orbital_gap_ev=8.05 charge=0 relative_energy_kcal_mol=97.6 energy_ev=-8864.9824
C -1.85 -0.93 -0.05
C 1.20 -0.25 -1.63
C 0.75 1.13 1.37
N -1.18 -0.43 1.07
C -0.01 -0.24 -0.75
C 0.01 0.06 0.66
O -0.82 -1.43 -0.86
H -1.63 -0.20 1.95
H -2.67 -1.62 0.12
H -1.17 0.43 -1.02
H 1.80 0.64 -1.46
H 1.82 -1.13 -1.42
H 0.91 -0.29 -2.68
H 1.80 1.12 1.10
H 0.68 1.00 2.45
H 0.36 2.13 1.14

Entry 4:
16
Properties=species:S:1:pos:R:3 method="wB97M-V/def2-TZVPD" orbital_gap_ev=10.13 charge=0 relative_energy_kcal_mol=69.1 energy_ev=-8866.2149
C -0.70 -1.19 0.88
C 0.39 -0.65 0.00
N 1.54 -1.19 -0.08
O 1.64 -2.30 0.75
C 0.23 0.59 -0.82
C -1.04 1.39 -0.92
C 0.10 1.92 -0.11
H -1.60 -0.57 0.87
H -0.34 -1.28 1.91
H -0.97 -2.20 0.56
H 2.56 -2.57 0.62
H 0.86 0.59 -1.70
H -1.26 1.86 -1.87
H -1.92 1.04 -0.38
H 0.02 1.88 0.97
H 0.68 2.76 -0.49

Entry 5:
17
Properties=species:S:1:pos:R:3 method="wB97M-V/def2-TZVPD" orbital_gap_ev=9.44 smiles="O=C(O)[C@@H]1CCCN1" charge=0 relative_energy_kcal_mol=51.1 energy_ev=-10914.3590
O 1.30 -1.15 -0.78
C 1.23 -0.38 0.18
O 1.83 -0.63 1.27
C 0.24 0.74 0.32
C -0.96 0.03 1.06
C -1.91 -0.24 -0.14
C -1.34 0.44 -1.29
N -0.38 1.35 -0.76
H 2.62 -1.10 1.17
H 1.03 1.41 0.95
H -1.42 0.68 1.85
H -0.63 -1.01 1.47
H -2.84 0.18 0.30
H -2.04 -1.35 -0.34
H -0.82 -0.40 -1.75
H -2.15 1.14 -1.61
H 0.26 1.82 -1.39

Entry 6:
17
Properties=species:S:1:pos:R:3 method="wB97M-V/def2-TZVPD" orbital_gap_ev=3.59 charge=0 relative_energy_kcal_mol=150.9 energy_ev=-10910.0309
C -3.06 -0.50 0.08
N -2.31 -1.27 -0.69
C 0.42 1.32 0.59
C 0.31 -0.08 -0.06
C 1.57 -0.73 -0.44
C 2.89 -0.22 -0.38
O 3.20 0.83 0.18
O -2.59 0.53 0.62
H -4.15 -0.63 0.20
H -2.86 -2.01 -1.11
H 1.20 1.94 0.16
H -0.53 1.85 0.58
H 0.69 1.16 1.64
H -0.30 0.08 -0.98
H -0.27 -0.81 0.53
H 1.41 -1.76 -0.72
H 3.74 -0.87 -0.63

Entry 7:
17
Properties=species:S:1:pos:R:3 method="wB97M-V/def2-TZVPD" orbital_gap_ev="7.13 / 7.13" charge=0 relative_energy_kcal_mol=146.2 energy_ev=-10910.2346
C -0.26 0.64 -0.12
C 0.78 -0.12 0.36
C 1.70 -0.14 -1.64
N 1.00 -0.54 -2.74
C -0.57 0.43 2.12
C -1.81 0.03 2.39
O -1.34 0.12 -0.71
O 2.91 -0.06 -1.61
H -1.42 -0.82 -0.51
H -0.17 1.71 -0.27
H 1.49 -0.66 -3.62
H 0.01 -0.38 -2.79
H 0.69 -1.19 0.47
H 1.64 0.37 0.79
H 0.10 0.80 2.90
H -2.24 0.06 3.39
H -2.51 -0.25 1.60

Entry 8:
17
Properties=species:S:1:pos:R:3 method="wB97M-V/def2-TZVPD" orbital_gap_ev=8.90 charge=0 relative_energy_kcal_mol=123.5 energy_ev=-10911.2223
C 0.57 -0.24 1.19
C -0.80 0.58 -1.09
C -0.62 -0.85 -0.34
C 0.29 1.14 -0.38
N -1.85 -1.09 0.34
C 1.37 1.85 -0.38
O 1.80 -0.81 0.94
O 0.08 -1.71 -0.90
H 1.65 -1.42 0.19
H -2.66 -1.04 -0.26
H -1.79 -1.95 0.89
H -0.05 -0.86 1.85
H 0.70 0.65 1.81
H -0.60 0.43 -2.15
H -1.76 1.03 -0.87
H 2.16 1.72 0.34
H 1.51 2.58 -1.18

Entry 9:
17
Properties=species:S:1:pos:R:3 method="wB97M-V/def2-TZVPD" orbital_gap_ev=7.99 charge=0 relative_energy_kcal_mol=105.6 energy_ev=-10911.9944
C -0.36 1.06 -1.36
C -0.38 -1.49 -0.21
C -0.33 0.29 -0.08
N 1.90 -0.70 -0.85
C -0.86 0.79 1.06
C 0.87 -0.85 0.10
O -0.96 -2.15 0.83
O -1.49 2.00 1.07
H -0.37 -2.23 1.60
H -1.95 2.12 1.91
H 1.84 -1.33 -1.64
H 2.82 -0.58 -0.49
H -0.88 0.23 1.98
H 1.23 -0.88 1.15
H -1.34 1.51 -1.50
H -0.16 0.39 -2.20
H 0.40 1.85 -1.37

Entry 10:
17
Properties=species:S:1:pos:R:3 method="wB97M-V/def2-TZVPD" orbital_gap_ev=8.81 charge=0 relative_energy_kcal_mol=174.8 energy_ev=-10908.9965
C 2.01 0.28 -0.78
N -1.01 -0.37 0.18
C -0.80 0.03 -1.02
C 0.05 -0.22 1.19
C -1.10 0.00 -2.30
C -0.30 0.26 2.41
O 0.81 0.83 -0.32
O -2.32 -0.50 0.64
H -2.14 -0.75 1.58
H 0.76 -1.04 1.13
H 2.17 -0.78 -0.54
H 2.86 0.84 -0.37
H 2.06 0.35 -1.88
H -1.04 0.90 -2.91
H -1.33 -0.94 -2.78
H -0.98 1.10 2.50
H 0.30 0.00 3.27

Entry 11:
17
Properties=species:S:1:pos:R:3 method="wB97M-V/def2-TZVPD" orbital_gap_ev="7.83 / 7.29" charge=0 relative_energy_kcal_mol=120.3 energy_ev=-10911.3569
C -0.05 -1.09 2.35
C -0.88 2.25 -1.05
C 1.04 -0.95 -0.18
C -0.19 0.94 -1.32
N 1.00 -1.78 -1.20
C 0.40 0.26 -0.13
O -0.30 -1.34 0.99
O -0.14 0.45 -2.43
H 0.34 -1.63 -1.96
H 1.54 -2.63 -1.18
H 0.42 0.85 0.79
H 0.97 -1.36 2.65
H -0.21 -0.03 2.63
H -0.77 -1.65 2.95
H -0.22 2.94 -0.51
H -1.19 2.70 -1.99
H -1.75 2.08 -0.41

Entry 12:
17
Properties=species:S:1:pos:R:3 method="wB97M-V/def2-TZVPD" orbital_gap_ev=8.64 smiles="N=C=O.C=CO.C=C" charge=0 relative_energy_kcal_mol=103.4 energy_ev=-10912.0898
N 0.48 -2.39 -0.23
C -0.60 -2.47 -0.79
O -1.62 -2.70 -1.30
H 1.34 -2.88 -0.41
C -1.69 1.15 0.69
C -0.91 0.51 -0.21
O -0.45 1.10 -1.37
H -2.19 0.61 1.47
H -1.68 2.23 0.76
H -1.14 -0.57 -0.40
H -0.85 1.97 -1.45
C 1.02 0.25 0.83
C 1.95 0.98 0.20
H 0.81 0.43 1.88
H 0.93 -0.88 0.51
H 2.18 0.82 -0.84
H 2.43 1.84 0.66